No. 1
{"formula": "C3H3NO", "method": "ωB97M-V with the def2-TZVPD basis set", "energy_ev": -6693.696, "relative_energy_ev": 2.796, "total_charge": 0, "gap_ev": 11.160, "elements": ["O", "C", "C", "C", "N", "H", "H", "H"], "xyz": [[1.6903, 0.9759, -0.7843], [1.0726, 0.2045, -0.0975], [-0.4414, 0.2743, -0.0120], [-0.8498, -1.3761, -0.3426], [-1.4295, -1.0888, 0.6657], [1.5526, -0.5763, 0.5241], [-0.8746, 0.7933, -0.8650], [-0.7202, 0.7931, 0.9116]], "forces_ev_per_angstrom": [[-0.33, -0.47, 0.41], [0.23, 0.35, -0.26], [0.11, 0.54, -0.06], [-0.62, -0.02, 0.88], [0.50, -0.36, -0.89], [-0.01, 0.12, -0.11], [0.06, -0.08, 0.13], [0.06, -0.07, -0.11]], "mulliken_charge": [-0.4327, 0.0445, -0.0772, -0.2163, -0.2035, 0.3506, 0.2546, 0.2799]}

=====

No. 2
{"formula": "C22H59BInO20S7", "method": "ωB97M-V with the def2-TZVPD basis set", "energy_ev": -146415.860, "total_charge": -1, "gap_ev": 6.145, "elements": ["C", "B", "O", "In", "S", "C", "C", "C", "O", "H", "H", "H", "H", "H", "H", "H", "H", "H", "H", "H", "O", "S", "O", "O", "C", "C", "C", "H", "H", "H", "H", "H", "H", "H", "H", "O", "S", "O", "O", "C", "C", "C", "H", "H", "H", "H", "H", "H", "H", "H", "O", "S", "O", "O", "C", "C", "C", "H", "H", "H", "H", "H", "H", "H", "H", "O", "S", "O", "O", "C", "C", "C", "H", "H", "H", "H", "H", "H", "H", "H", "O", "S", "O", "O", "C", "C", "C", "H", "H", "H", "H", "H", "H", "H", "H", "O", "S", "O", "O", "C", "C", "C", "H", "H", "H", "H", "H", "H", "H", "H"], "xyz": [[1.2668, 1.0557, 4.1450], [0.3948, 2.2189, 3.5365], [1.0149, 2.9451, 2.5334], [-1.7590, 2.6122, 4.2165], [-2.5258, 4.9750, 3.7778], [-3.1289, 1.2344, 3.1030], [-4.3427, 2.0566, 2.7694], [-5.3325, 2.3731, 3.8758], [-5.6054, 1.4515, 2.8349], [2.0968, 0.8147, 3.4774], [0.6602, 0.1555, 4.2045], [1.6413, 1.3001, 5.1322], [0.5610, 3.7856, 2.4270], [-1.9279, 2.2766, 5.9554], [-2.4159, 5.6042, 4.9461], [-3.5133, 0.4040, 3.6869], [-2.6995, 0.9311, 2.1538], [-4.2062, 2.8269, 2.0286], [-4.8610, 1.9705, 4.7544], [-5.5700, 3.4091, 3.7109], [-3.2726, -1.5610, 1.1028], [-4.0787, -2.5737, 1.7064], [-3.5700, -3.3568, 2.7907], [-4.5797, -3.5526, 0.5539], [-3.5801, -4.1025, -0.3339], [-2.8003, -5.2374, 0.2992], [-5.6366, -1.9013, 2.1530], [-2.9199, -3.3039, -0.6741], [-4.1358, -4.4546, -1.1992], [-2.1749, -4.8837, 1.1175], [-2.1583, -5.7032, -0.4492], [-3.4788, -5.9884, 0.7040], [-6.0294, -1.3393, 1.3115], [-5.4665, -1.2364, 2.9977], [-6.2996, -2.7165, 2.4307], [3.5453, 0.7926, -1.8063], [3.5849, 1.6546, -0.6569], [3.8484, 3.0509, -0.8515], [4.6356, 1.0722, 0.3768], [5.9549, 0.7600, -0.1182], [6.8168, 1.9923, -0.3036], [2.1437, 1.4592, 0.3099], [5.8701, 0.1884, -1.0436], [6.3864, 0.1046, 0.6350], [6.4416, 2.6196, -1.1104], [7.8377, 1.6951, -0.5453], [6.8254, 2.5926, 0.6056], [1.9729, 0.3967, 0.4650], [1.3197, 1.8976, -0.2482], [2.2621, 1.9765, 1.2598], [0.4960, -1.8590, -6.4613], [0.3785, -2.4566, -5.1671], [-0.8915, -2.4674, -4.5032], [1.4640, -1.8587, -4.2042], [1.5764, -0.4107, -4.0762], [0.4812, 0.1760, -3.2125], [1.0052, -4.0994, -5.2077], [1.5955, 0.0448, -5.0660], [2.5438, -0.2382, -3.6133], [-0.4950, 0.0928, -3.6891], [0.6872, 1.2315, -3.0344], [0.4252, -0.3429, -2.2557], [1.9826, -4.0873, -5.6805], [0.3053, -4.6949, -5.7897], [1.0640, -4.4740, -4.1899], [2.3241, 2.1230, 7.6395], [2.5614, 3.4250, 8.1762], [3.8127, 3.7209, 8.8074], [1.3821, 3.7933, 9.1716], [1.0579, 2.8377, 10.2030], [2.0431, 2.8648, 11.3544], [2.2174, 4.6550, 6.9740], [0.9802, 1.8433, 9.7627], [0.0649, 3.1221, 10.5429], [3.0236, 2.5057, 11.0460], [1.6818, 2.2282, 12.1627], [2.1666, 3.8808, 11.7289], [1.2466, 4.4613, 6.5250], [2.9986, 4.5981, 6.2195], [2.2354, 5.6272, 7.4585], [-3.6813, -6.4670, -4.7385], [-4.3546, -5.3435, -4.1585], [-4.2515, -5.1112, -2.7520], [-5.8922, -5.4229, -4.5564], [-6.5839, -6.6620, -4.2906], [-6.9490, -6.8258, -2.8291], [-3.9590, -3.8800, -5.0354], [-5.9815, -7.4974, -4.6497], [-7.4813, -6.6169, -4.9040], [-6.0625, -6.9525, -2.2105], [-7.5840, -7.7033, -2.7039], [-7.4808, -5.9468, -2.4668], [-4.0796, -4.0674, -6.0985], [-2.9236, -3.6348, -4.8067], [-4.6134, -3.0800, -4.7013], [5.1236, 1.4692, -4.9901], [4.2302, 2.5076, -5.4009], [3.0124, 2.1828, -6.0784], [5.0407, 3.5622, -6.2774], [5.8040, 3.0480, -7.3886], [4.9379, 2.7072, -8.5845], [3.8683, 3.5636, -4.0501], [6.3886, 2.1877, -7.0596], [6.5031, 3.8433, -7.6392], [4.2880, 1.8596, -8.3745], [5.5690, 2.4541, -9.4371], [4.3030, 3.5520, -8.8496], [4.7975, 3.8335, -3.5584], [3.2337, 3.0093, -3.3646], [3.3515, 4.4469, -4.4154]], "forces_ev_per_angstrom": [[-0.23, -0.18, -1.04], [-0.13, 0.25, 0.39], [0.25, 0.41, 0.41], [0.30, -0.67, 0.54], [-0.13, 0.19, -0.57], [-0.67, 1.24, -0.51], [0.48, -0.10, 1.36], [2.71, 0.36, -1.62], [-1.32, -0.55, -0.51], [0.37, 0.02, 0.07], [-0.12, -0.20, 0.34], [0.02, 0.04, 0.28], [-0.24, -0.03, -0.30], [-0.10, 0.15, -0.01], [0.11, -0.15, 0.28], [0.44, -0.39, 0.15], [0.25, -0.56, 0.07], [-0.24, 0.17, -0.43], [-0.80, 0.04, 0.80], [-1.08, 0.13, 0.69], [0.33, 0.05, 0.03], [-0.37, -0.09, -0.31], [0.16, 0.03, 0.15], [-0.18, 0.09, 0.31], [0.12, -0.16, -0.19], [0.02, 0.14, 0.20], [-0.07, -0.03, 0.06], [0.01, 0.11, 0.12], [0.15, 0.42, 1.03], [0.03, -0.01, 0.01], [-0.05, 0.00, -0.07], [-0.02, -0.05, -0.05], [0.02, 0.05, 0.00], [0.03, 0.08, -0.06], [0.02, -0.02, 0.01], [0.10, 0.12, -0.18], [-0.24, -0.05, 0.44], [0.02, 0.07, -0.25], [0.04, -0.06, 0.03], [0.38, -0.10, -0.14], [-0.15, 0.13, -0.04], [0.13, -0.25, 0.01], [-0.12, 0.04, -0.02], [-0.13, 0.00, 0.10], [0.00, -0.02, -0.02], [0.00, -0.05, 0.03], [0.04, -0.03, 0.04], [0.00, -0.02, -0.02], [0.01, 0.05, -0.02], [0.01, 0.03, -0.17], [-0.17, 0.07, -0.12], [0.35, -0.11, 0.24], [-0.30, -0.02, -0.13], [0.13, 0.03, 0.08], [0.04, 0.57, 0.05], [-0.19, -0.23, -0.06], [0.01, -0.08, -0.04], [-0.04, -0.16, -0.09], [0.03, -0.25, -0.03], [0.00, 0.03, -0.01], [0.07, 0.01, 0.00], [0.06, 0.05, 0.05], [0.02, 0.01, 0.00], [-0.03, 0.02, -0.01], [-0.01, 0.01, 0.02], [0.17, -0.21, 0.04], [-0.24, 0.31, -0.10], [0.16, -0.10, 0.00], [-0.04, 0.06, 0.12], [-0.13, -0.27, 0.27], [0.16, 0.06, -0.12], [-0.07, 0.10, -0.17], [0.06, 0.04, -0.11], [-0.02, 0.12, -0.10], [0.00, -0.02, -0.01], [-0.06, 0.01, -0.01], [-0.05, 0.00, 0.04], [-0.04, -0.07, 0.02], [0.04, -0.07, 0.02], [0.02, 0.00, 0.04], [0.12, -0.08, 0.11], [-0.25, 0.03, -0.67], [-0.01, -0.54, -0.85], [-0.03, 0.08, -0.02], [-0.23, -0.36, 0.11], [0.16, 0.11, 0.06], [0.05, 0.08, -0.03], [0.11, 0.07, 0.00], [0.04, 0.15, -0.06], [0.01, -0.03, 0.00], [-0.02, 0.00, -0.05], [-0.06, -0.01, -0.02], [-0.02, -0.04, 0.00], [0.06, 0.03, 0.06], [-0.01, 0.00, 0.05], [0.04, -0.21, -0.14], [-0.13, 0.42, 0.28], [-0.05, -0.24, -0.07], [0.07, 0.04, -0.06], [0.19, -0.12, -0.31], [-0.16, -0.06, 0.10], [0.04, 0.12, 0.05], [-0.07, -0.02, 0.10], [-0.05, 0.10, 0.11], [0.01, -0.01, 0.01], [0.04, 0.03, 0.01], [0.04, 0.04, -0.04], [0.00, -0.03, 0.06], [0.05, -0.08, 0.00], [-0.02, -0.03, -0.07]], "mulliken_charge": [-0.7291, 0.0207, -0.7882, 0.9535, -0.5810, -0.9163, -0.0975, -0.6595, -0.4137, 0.1367, 0.2784, 0.2150, 0.2280, -0.3943, 0.0222, 0.3180, 0.3261, 0.4725, 0.2921, 0.3415, -0.6036, 1.2135, -0.6723, -0.2694, -0.0266, -1.1801, -0.9220, 0.3200, 0.2394, 0.3987, 0.3605, 0.2977, 0.2964, 0.3179, 0.3773, -0.5803, 1.2885, -0.6571, -0.3393, -0.3162, -0.8642, -1.0604, 0.2767, 0.2959, 0.1578, 0.3983, 0.2708, 0.4074, 0.3574, 0.3477, -0.6932, 1.3019, -0.5978, -0.2843, -0.1842, -1.0497, -1.0173, 0.3855, 0.0973, 0.4231, 0.3034, 0.2759, 0.3329, 0.3928, 0.3159, -0.6054, 1.2147, -0.6310, -0.2753, -0.3680, -0.9693, -0.9441, 0.3343, 0.2831, 0.2922, 0.3860, 0.2589, 0.2808, 0.3811, 0.3504, -0.6940, 1.0914, -0.6078, -0.2876, -0.3885, -0.9407, -0.6841, 0.3422, 0.2787, 0.2446, 0.3968, 0.2663, 0.3671, 0.1265, 0.3558, -0.6686, 1.2681, -0.6078, -0.2868, -0.3558, -0.9846, -0.6855, 0.3237, 0.2763, 0.2925, 0.3905, 0.2588, 0.2973, 0.0181, 0.4508]}

=====

No. 3
{"formula": "C5H14N3S", "method": "ωB97M-V with the def2-TZVPD basis set", "energy_ev": -20706.475, "relative_energy_ev": 4.305, "total_charge": 1, "gap_ev": [7.607, 7.117], "elements": ["C", "C", "C", "C", "C", "N", "N", "N", "S", "H", "H", "H", "H", "H", "H", "H", "H", "H", "H", "H", "H", "H", "H"], "xyz": [[1.9459, -0.1815, 0.4519], [-0.3439, 0.1407, 1.1058], [-0.0275, 0.6719, -1.4734], [-1.1699, 0.0025, -2.1147], [0.2123, 2.1015, -1.5461], [0.8785, -0.5275, 1.2510], [-1.4214, -0.6659, 1.7497], [0.7258, -1.9539, 1.5548], [1.3109, -0.3747, -1.3030], [2.1547, 0.8074, 0.5395], [2.8139, -0.8342, 0.5058], [-0.3928, 1.1232, 1.5022], [-0.9677, -0.9692, -2.4498], [-1.8888, 0.4944, -2.8722], [-1.7943, -0.1040, -1.2168], [1.3069, 2.3425, -1.7111], [0.0378, 2.5766, -0.5684], [-0.5412, 2.5425, -2.2118], [-1.0839, -1.5930, 2.0026], [-1.8995, -0.0586, 2.6099], [0.9995, -2.5358, 0.7936], [-2.2131, -0.8515, 1.0985], [1.3578, -2.1533, 2.3020]], "forces_ev_per_angstrom": [[-0.77, -1.53, -1.39], [-0.09, -0.70, -0.81], [1.48, -1.37, 0.74], [-3.19, 1.23, 0.34], [0.51, 1.71, 0.89], [-0.54, -2.47, 1.77], [-3.04, 2.97, 1.29], [-0.19, 1.53, 0.17], [0.61, -0.89, -1.13], [1.01, 2.89, 0.51], [-0.10, 0.13, 0.26], [0.30, 0.96, 0.21], [0.49, -1.32, -0.53], [1.75, -0.11, 1.06], [-0.63, -0.42, -0.54], [-1.43, -0.18, -0.51], [-0.19, -0.04, -0.06], [0.74, 0.26, -0.14], [0.68, -0.32, 0.53], [1.59, -2.38, -2.51], [0.08, -0.22, -1.08], [0.53, 0.34, 0.28], [0.39, -0.05, 0.64]], "mulliken_charge": [-0.6834, -0.5327, 0.9150, -1.3249, -1.1358, 0.2998, -0.2996, -0.6947, -0.0972, 0.4222, 0.3883, 0.1722, 0.3935, 0.3615, 0.2205, 0.3125, 0.2352, 0.3982, 0.3875, 0.4257, 0.2454, 0.3544, 0.2363]}

=====

No. 4
{"formula": "C11H17N3O7P2Pt", "method": "ωB97M-V with the def2-TZVPD basis set", "spin_multiplicity": 5, "s2": 6.024, "energy_ev": -52295.969, "relative_energy_ev": 0.000, "total_charge": 2, "gap_ev": [9.391, 4.908], "elements": ["Pt", "O", "P", "O", "O", "O", "P", "O", "O", "O", "H", "H", "C", "C", "C", "C", "N", "N", "C", "H", "H", "H", "H", "H", "H", "H", "H", "C", "C", "C", "C", "N", "C", "C", "H", "H", "H", "H", "H", "H", "H"], "xyz": [[0.4553, 0.1980, -0.1269], [-0.4917, -1.8533, 3.1096], [0.6915, -1.2049, 2.3311], [2.0397, -1.2317, 2.8675], [0.1210, 0.2085, 1.8822], [0.6727, -1.9371, 0.8362], [-0.5318, -2.5052, -0.1388], [0.3144, -3.1769, -1.2776], [-1.5576, -3.2736, 0.5321], [-0.9596, -1.1085, -0.7964], [-0.2571, -2.3998, 3.8745], [0.2122, -4.1385, -1.3396], [-4.0977, 2.6619, -1.8800], [-2.7149, 2.6508, -1.3844], [-1.8589, 3.7707, -0.9999], [-0.6350, 3.2196, -0.5672], [-0.7285, 1.9133, -0.6834], [-1.9902, 1.5855, -1.1823], [0.5967, 3.8626, -0.0350], [-4.4693, 3.6778, -1.9756], [-4.7406, 2.1033, -1.1912], [-4.1600, 2.1566, -2.8485], [-2.1507, 4.8091, -1.0465], [-2.2205, 0.5965, -1.2951], [0.4746, 4.9405, 0.0316], [1.4437, 3.6525, -0.6892], [0.8145, 3.4749, 0.9609], [6.4396, -0.4438, -2.2220], [5.0379, -0.2268, -1.7615], [3.9711, -0.1390, -2.6600], [2.6924, 0.0529, -2.1934], [2.4325, 0.1627, -0.8806], [3.4392, 0.0698, 0.0086], [4.7383, -0.1149, -0.4005], [6.5041, -0.5108, -3.3050], [6.8356, -1.3640, -1.7890], [7.0806, 0.3707, -1.8808], [4.1348, -0.2265, -3.7251], [1.8496, 0.1135, -2.8702], [3.1787, 0.1170, 1.0606], [5.5155, -0.1862, 0.3482]], "forces_ev_per_angstrom": [[0.68, 0.01, -0.08], [0.10, 0.05, 0.04], [-0.21, -0.05, 0.32], [-0.02, -0.02, -0.08], [0.04, 0.01, -0.24], [0.18, -0.18, 0.00], [-0.38, -0.03, -0.08], [0.01, -0.01, 0.02], [0.05, 0.03, -0.06], [0.04, 0.01, 0.11], [0.02, -0.01, -0.03], [0.00, 0.02, 0.04], [-0.07, 0.00, -0.01], [-0.11, -0.16, -0.05], [-0.41, 0.37, -0.11], [0.37, -0.45, 0.17], [-0.11, 0.01, -0.14], [-0.02, 0.26, 0.02], [-0.10, 0.13, -0.05], [-0.01, -0.01, -0.01], [0.00, 0.03, 0.00], [0.02, 0.01, 0.00], [0.05, 0.03, 0.02], [0.05, -0.07, 0.03], [-0.01, 0.00, 0.00], [0.00, -0.02, 0.00], [0.01, -0.01, 0.01], [0.04, -0.02, -0.03], [-0.08, 0.02, 0.06], [0.04, 0.01, 0.06], [-0.03, 0.05, -0.10], [-0.19, 0.04, 0.10], [0.03, -0.05, 0.14], [-0.02, 0.01, -0.09], [0.01, 0.00, 0.00], [0.00, 0.00, -0.01], [-0.01, 0.00, 0.00], [0.00, 0.00, 0.00], [0.00, 0.00, 0.00], [0.02, -0.01, 0.00], [0.01, 0.00, 0.00]], "mulliken_spin": [1.8928, 0.0111, 0.0102, 0.0121, 0.3439, 0.0984, -0.0127, 0.0074, 0.0324, 0.3185, 0.0003, -0.0004, 0.0245, 0.2422, 0.3036, 0.0860, 0.3790, -0.0137, 0.0195, -0.0041, 0.0193, 0.0177, 0.0083, -0.0073, -0.0023, -0.0026, -0.0048, 0.0004, -0.0025, 0.0040, -0.0215, 0.2309, -0.0095, 0.0009, -0.0003, 0.0003, 0.0002, 0.0008, 0.0050, 0.0114, 0.0007]}